{
  "formula": "C3H5NO2",
  "method": "ωB97M-V with the def2-TZVPD basis set",
  "gap_ev": 11.57,
  "de_lowest_kcal_mol": 112.4,
  "total_charge": 0,
  "species": ["H", "N", "C", "O", "C", "C", "O", "H", "H", "H", "H"],
  "coordinates": [[-2.762, -0.033, 1.117], [-1.753, -0.014, 1.196], [-1.200, 0.146, 0.086], [-1.458, 0.307, -1.212], [0.040, 0.269, -0.584], [1.227, -0.211, -1.223], [0.964, 1.192, -0.869], [2.004, -0.685, -0.642], [1.202, -0.414, -2.282], [0.490, -0.265, 2.227], [1.245, -0.292, 2.186]]
}



{
  "formula": "C4H34O12S",
  "method": "ωB97M-V with the def2-TZVPD basis set",
  "gap_ev": 9.04,
  "de_lowest_kcal_mol": 50.8,
  "total_charge": 0,
  "species": ["C", "C", "C", "C", "S", "H", "H", "H", "H", "H", "H", "H", "H", "H", "H", "H", "H", "O", "H", "H", "O", "H", "H", "O", "H", "H", "O", "H", "H", "O", "H", "H", "O", "H", "H", "O", "H", "H", "O", "H", "H", "O", "H", "H", "O", "H", "H", "O", "H", "H", "O"],
  "coordinates": [[-0.416, -0.556, -1.767], [-0.271, -0.493, -0.201], [1.054, -0.990, 0.369], [1.381, -0.338, 1.700], [3.180, -0.148, 2.090], [-1.404, -0.138, -2.124], [0.295, 0.107, -2.118], [-0.392, -1.591, -2.078], [-1.035, -1.119, 0.367], [-0.614, 0.495, 0.208], [1.821, -0.777, -0.347], [0.913, -2.174, 0.464], [1.076, -0.928, 2.561], [0.987, 0.682, 1.784], [3.417, 0.868, 1.261], [-3.280, -3.154, -2.168], [-1.840, -3.063, -1.863], [-2.750, -2.690, -1.559], [-0.822, -2.113, 3.616], [-0.902, -0.767, 3.387], [-0.929, -1.532, 2.890], [0.230, -3.982, -0.766], [0.791, -4.131, -2.414], [0.325, -3.598, -1.676], [2.701, -0.260, -1.890], [3.370, 0.607, -3.133], [3.439, 0.028, -2.419], [0.925, 1.317, -2.987], [0.967, 2.823, -2.688], [1.496, 2.003, -3.063], [-2.899, 1.217, 0.655], [-4.349, 0.718, 0.721], [-3.855, 1.555, 0.919], [-1.700, -4.404, 0.237], [-0.749, -3.871, 1.245], [-0.877, -4.406, 0.568], [-3.853, -2.261, 2.007], [-3.364, -2.351, 0.471], [-4.151, -2.490, 1.039], [0.722, 3.695, 1.756], [-0.575, 4.142, 2.408], [-0.283, 3.357, 1.960], [2.801, 2.505, -1.381], [3.924, 2.194, -0.335], [3.095, 2.480, -0.464], [2.224, 4.438, 0.376], [2.611, 3.546, 1.396], [2.017, 4.283, 1.291], [-2.251, 4.046, -0.350], [-0.785, 3.621, 0.427], [-1.413, 3.596, -0.382]]
}



{
  "formula": "C6H8N2O",
  "method": "ωB97M-V with the def2-TZVPD basis set",
  "gap_ev": 9.58,
  "de_lowest_kcal_mol": 75.1,
  "total_charge": 0,
  "species": ["C", "N", "C", "C", "C", "N", "C", "C", "O", "H", "H", "H", "H", "H", "H", "H", "H"],
  "coordinates": [[-0.119, 1.223, 1.023], [1.069, -0.966, -0.945], [1.732, 0.157, -0.529], [-0.010, -0.730, -0.020], [-0.636, 0.652, -0.286], [-0.707, -1.847, 0.495], [0.850, 0.038, 0.979], [-1.503, 1.101, -1.204], [2.675, 0.755, -0.956], [1.356, -1.417, -1.802], [-0.339, -2.754, 0.230], [-1.212, -1.680, 1.358], [0.343, 2.213, 0.971], [-0.837, 1.213, 1.853], [1.234, -0.445, 1.878], [-1.884, 0.438, -1.974], [-2.012, 2.049, -1.069]]
}